## one
DFT (ωB97M-V/def2-TZVPD) results for C3H8N2S in the gas phase.

```
14
Properties=species:S:1:pos:R:3
C -2.08890 -0.49664 -0.18536
N -0.79212 -1.06178 0.02143
C 0.20520 -0.26954 0.04230
C 0.18203 1.24997 0.00832
N 1.43925 -0.89537 0.16996
S 3.01874 -0.32632 -0.25074
H -2.12809 -0.08280 -1.20256
H -2.91273 -1.28609 -0.14526
H -2.31824 0.29835 0.52271
H 1.02927 1.60370 -0.53619
H -0.71353 1.56819 -0.54935
H 0.30221 1.71535 0.96281
H 1.36246 -1.91031 0.02615
H 3.41446 -0.10670 1.11577
```

Its SMILES is C/N=C(\C)NS. Its total charge is 0. The calculation puts the LUMO energy at 0.8 eV. The value obtained for the gap between HOMO and LUMO is 0.3499 Ha. For the HOMO energy, the calculation gives -8.746 eV.



## two
DFT (ωB97M-V/def2-TZVPD) results for C3H8N2S in the gas phase.

```
14
Properties=species:S:1:pos:R:3
C 2.78686 0.33139 -1.88793
N 1.37292 0.05404 -1.65682
C 0.86927 0.02051 -0.36153
N -0.41474 0.05204 -0.16353
S -0.94698 -0.01769 1.46233
C -2.70247 -0.42459 1.16629
H 3.36129 -0.37960 -1.28323
H 3.15224 1.36614 -1.58377
H 2.93311 0.10862 -2.94441
H 0.67844 0.44806 -2.26519
H 1.65485 -0.01109 0.43063
H -3.22596 -0.27788 2.15136
H -3.10016 0.18669 0.38487
H -2.73127 -1.46444 0.95400
```

Its SMILES is CN/C=N/SC. Its total charge is 0. The calculation puts the LUMO energy at 1.0 eV. The value obtained for the gap between HOMO and LUMO is 0.3143 Ha. For the HOMO energy, the calculation gives -7.547 eV.



Most stable one: two, least stable one: one.



## one
DFT (ωB97M-V/def2-TZVPD) results for C3H8N2S in the gas phase.

```
14
Properties=species:S:1:pos:R:3
C 0.07472 1.32307 1.04879
N 0.04883 0.26198 0.09178
C -1.00227 0.36130 -0.84787
C 0.83209 -0.77044 0.17270
N 0.67785 -1.79567 -0.72933
S 1.98142 -0.83188 1.36424
H -0.55907 1.26099 1.89736
H -0.28437 2.17712 0.61813
H 1.07450 1.51052 1.39905
H -0.58900 0.03637 -1.79815
H -1.89365 -0.24282 -0.61936
H -1.22241 1.43391 -0.94049
H 1.13471 -2.70145 -0.52894
H -0.27335 -2.02301 -1.12791
```

Its SMILES is CN(C)C(N)=S. Its total charge is 0. The calculation puts the LUMO energy at 0.7 eV. The value obtained for the gap between HOMO and LUMO is 0.3139 Ha. For the HOMO energy, the calculation gives -7.887 eV.



## two
DFT (ωB97M-V/def2-TZVPD) results for C3H8N2S as an isolated structure.

```
14
Properties=species:S:1:pos:R:3
C 1.14442 0.59474 -0.73912
C 1.37727 -0.57578 0.34261
C -0.31234 0.76820 -0.71939
N 0.96046 -0.19172 1.59905
N -2.20412 -0.63106 0.50265
S -1.10220 0.76757 0.96513
H 1.64157 1.43261 -0.29742
H 1.50856 0.28247 -1.68284
H 1.04250 -1.55686 -0.11463
H 2.48526 -0.58919 0.48359
H -0.57888 1.64659 -1.18611
H -0.83885 -0.13712 -0.87129
H -1.96438 -1.42669 0.97643
H -3.15926 -0.38374 0.74135
```

Its total charge is 0. The calculation puts the LUMO energy (spin up / spin down) at 0.2 / 0.1 eV. The value obtained for the gap between HOMO and LUMO (spin up / spin down) is 0.2926 / 0.2946 Ha. For the HOMO energy (spin up / spin down), the calculation gives -7.718 / -7.883 eV.



## three
DFT (ωB97M-V/def2-TZVPD) results for C3H8N2S in the gas phase.

```
14
Properties=species:S:1:pos:R:3
C 0.60959 -1.99539 -1.67759
N -0.00898 -1.15514 -0.87380
S 1.34504 -0.06149 -0.26703
C 0.24755 0.38001 1.18678
C -0.93586 1.17313 0.50898
N -2.35572 1.52177 1.11066
H 1.76049 -2.40389 -1.73410
H -0.17962 -2.59578 -2.17503
H -0.35834 -0.62305 1.43499
H 0.56094 1.07030 2.07704
H -0.49256 2.05928 0.00455
H -1.03172 0.30759 -0.48003
H -2.12444 2.43800 1.66624
H -2.63006 0.81843 1.71175
```

Its SMILES is C=NSCCN. Its total charge is 0. The calculation puts the LUMO energy at 0.4 eV. The value obtained for the gap between HOMO and LUMO is 0.3350 Ha. For the HOMO energy, the calculation gives -8.734 eV.



Most stable one: one, least stable one: two.



## one
DFT (ωB97M-V/def2-TZVPD) results for C16H9ClN4O4S2Zn as an isolated structure.

```
37
Properties=species:S:1:pos:R:3
Zn 1.38886 0.15590 0.56481
O -3.72337 -2.63478 -0.35969
C -3.30891 -2.20419 -1.52019
O -3.94422 -2.37909 -2.54585
C -2.01593 -1.47790 -1.55791
C -1.40676 -1.02060 -2.71379
N -0.25969 -0.42885 -2.34883
N -0.08569 -0.47477 -1.03318
C -1.12481 -1.10015 -0.51682
C -1.19694 -1.26019 0.98577
O -2.10994 -1.98583 1.44236
O -0.36240 -0.63701 1.65293
H -3.04418 -2.41087 0.43650
H -1.73272 -1.08408 -3.73205
H 0.45584 -0.01560 -2.92806
S 3.81227 0.16824 -0.76004
C 3.77560 -1.46568 -0.29275
S 2.45191 -2.03882 0.66185
C 4.77630 -2.37172 -0.65342
C 4.64621 -3.74123 -0.41227
N 4.59704 -4.88844 -0.28330
C 5.97992 -2.02153 -1.26108
N 7.01504 -1.82421 -1.73716
Cl 0.98672 1.85675 3.17455
C -0.39803 2.39081 2.29547
C -1.57951 2.64442 2.95667
C -2.71768 2.97268 2.23232
C -2.65167 2.99980 0.84830
C -1.45907 2.75207 0.20025
C -0.27883 2.45822 0.89919
C 0.98219 2.18753 0.24605
H -1.61659 2.57397 4.03285
H -3.65158 3.16693 2.74078
H -3.53956 3.22784 0.27080
H -1.42035 2.77141 -0.88137
H 1.80887 2.71870 0.71228
H 0.95165 2.42027 -0.81597
```

Its total charge is -2. The calculation puts the LUMO energy at 4.4 eV. The value obtained for the gap between HOMO and LUMO is 0.2335 Ha. For the HOMO energy, the calculation gives -1.953 eV.



## two
DFT (ωB97M-V/def2-TZVPD) results for C16H9ClN4O4S2Zn as an isolated structure.

```
37
Properties=species:S:1:pos:R:3
Zn -0.04221 0.87107 -1.21612
O 2.98645 4.15360 2.66386
C 2.33035 3.22069 3.32180
O 2.42141 3.08346 4.52569
C 1.46478 2.33060 2.51074
C 0.66736 1.32275 3.02600
N 0.03460 0.75232 1.98959
N 0.37179 1.32994 0.84162
C 1.23179 2.28677 1.11753
C 1.69970 3.11516 -0.06123
O 2.51025 4.04230 0.18807
O 1.20934 2.79018 -1.15738
H 2.79192 4.11660 1.65139
H 0.52095 1.00683 4.04367
H -0.70162 0.05269 1.94983
S -2.12109 1.53220 -2.01489
C -2.90550 0.35446 -1.00533
S -1.94934 -0.77427 -0.12772
C -4.29987 0.32277 -0.95022
C -5.11806 1.22049 -1.68931
N -5.82485 1.92537 -2.27080
C -5.00216 -0.60591 -0.13286
N -5.62789 -1.33818 0.50486
Cl -0.22695 -2.07765 -3.81548
C 0.37745 -2.64711 -2.27692
C 0.03418 -3.92886 -1.88704
C 0.46557 -4.42437 -0.66739
C 1.24184 -3.60730 0.14598
C 1.57412 -2.32946 -0.26375
C 1.14999 -1.78752 -1.48956
C 1.44947 -0.39765 -1.84146
H -0.58823 -4.52562 -2.54118
H 0.18110 -5.41994 -0.35186
H 1.58638 -3.96707 1.10850
H 2.17477 -1.69805 0.38177
H 1.59620 -0.24322 -2.90932
H 2.33600 -0.05809 -1.30108
```

Its total charge is -2. The calculation puts the LUMO energy at 4.7 eV. The value obtained for the gap between HOMO and LUMO is 0.2571 Ha. For the HOMO energy, the calculation gives -2.343 eV.



Most stable one: two, least stable one: one.